No. 1
Below is a structure of composition C47H56MnN7OSSiTe, with properties calculated with the ωB97M-V functional and the def2-TZVPD basis.

Each line ends with the Löwdin charge.
Cartesian coordinates (Å):
Mn1 0.21507 0.16117 -0.55159  0.70
C1 4.53604 3.11938 -4.37898  -0.07
C2 3.39349 2.51669 -5.19391  -0.22
N1 2.23190 2.21595 -4.37548  0.01
C3 1.99205 1.26376 -3.46738  -0.72
S1 0.55554 1.52314 -2.57021  0.78
N2 2.73083 0.18082 -3.23148  0.03
C4 3.67406 -0.48058 -4.11728  -0.22
C5 2.97699 -1.08202 -5.33596  -0.07
H1 5.39321 3.29436 -5.02184  0.08
H2 4.83724 2.45521 -3.57286  0.07
H3 4.23465 4.06941 -3.94572  0.08
H4 3.72902 1.62244 -5.72090  0.10
H5 3.06231 3.24411 -5.93924  0.13
H6 1.57815 2.98337 -4.28379  0.12
H7 2.39011 -0.39105 -2.45781  0.09
H8 4.15011 -1.27153 -3.53679  0.13
H9 4.44923 0.22140 -4.42657  0.10
H10 2.25570 -1.83468 -5.02629  0.08
H11 3.70788 -1.54582 -5.99260  0.08
H12 2.44917 -0.31653 -5.89994  0.07
N3 -6.69918 -8.28643 -1.61068  0.18
C6 -6.06961 -7.33118 -1.56123  -0.18
C7 -5.29367 -6.14426 -1.53152  -0.22
C8 -5.91647 -4.90409 -1.38796  0.00
C9 -5.16278 -3.74727 -1.44050  0.01
C10 -3.78583 -3.82888 -1.62367  -0.19
C11 -3.15518 -5.06616 -1.71623  0.01
C12 -3.90941 -6.22285 -1.68080  -0.01
N4 -3.03390 -2.64549 -1.77606  -0.01
C13 -3.29513 -1.65510 -2.68446  -0.02
C14 -2.30602 -0.73167 -2.53636  -0.12
N5 -1.45088 -1.13194 -1.54859  0.02
C15 -1.91039 -2.28874 -1.12166  -0.12
H13 -6.98557 -4.85715 -1.25123  0.13
H14 -5.63648 -2.78077 -1.34402  0.13
H15 -2.08489 -5.11454 -1.85403  0.12
H16 -3.43975 -7.18824 -1.79207  0.13
H17 -4.12331 -1.70061 -3.36243  0.13
H18 -2.15497 0.18026 -3.07904  0.09
H19 -1.47484 -2.87617 -0.33469  0.13
C16 -2.29853 -1.00937 9.40473  -0.04
C17 -1.83630 -0.92104 7.98475  -0.26
C18 -2.06978 0.21130 7.21890  0.00
C19 -1.63099 0.30243 5.90654  -0.31
C20 -1.90205 1.54839 5.11931  -0.09
C21 -0.95698 -0.77625 5.33442  -0.32
Te1 -0.47542 -0.58938 3.17381  1.75
N6 0.49551 -0.89643 1.10229  -0.17
C22 1.65573 -1.20357 0.61538  -0.59
O1 1.74100 -1.13273 -0.68178  -0.15
C23 2.83732 -1.65229 1.38419  -0.17
C24 3.78785 -2.43910 0.73815  -0.01
C25 4.88061 -2.91799 1.43541  -0.06
C26 5.03310 -2.61245 2.77820  -0.06
C27 4.09660 -1.81984 3.42298  -0.06
C28 3.00348 -1.33698 2.72914  -0.06
C29 -1.59196 -2.37328 2.80004  -0.40
C30 -2.95520 -2.26118 3.04935  -0.13
C31 -3.81883 -3.30478 2.77818  -0.07
C32 -3.32045 -4.47727 2.23301  -0.07
C33 -1.96066 -4.60827 2.02512  -0.05
C34 -1.07406 -3.57261 2.31736  -0.33
C35 0.39276 -3.80727 2.13550  -0.06
C36 -0.65881 -1.89439 6.10580  -0.29
C37 0.15794 -3.01808 5.55213  -0.05
C38 -1.12244 -1.96391 7.41150  0.00
H20 -2.94575 -0.17449 9.65869  0.08
H21 -1.44312 -0.99651 10.07927  0.09
H22 -2.83781 -1.93930 9.57584  0.09
H23 -2.60126 1.04719 7.65246  0.12
H24 -2.28890 2.33369 5.76458  0.09
H25 -2.63573 1.35038 4.33484  0.06
H26 -0.98203 1.89619 4.64809  0.04
H27 3.64687 -2.67408 -0.30691  0.11
H28 5.61576 -3.52778 0.93293  0.11
H29 5.88807 -2.98560 3.32023  0.11
H30 4.22627 -1.57405 4.46629  0.11
H31 2.28141 -0.69482 3.22440  0.06
H32 -3.33509 -1.34343 3.47693  0.09
H33 -4.87268 -3.20224 2.98752  0.11
H34 -3.98286 -5.29360 1.98503  0.11
H35 -1.56547 -5.53912 1.64082  0.12
H36 0.67682 -4.77691 2.54265  0.10
H37 0.97825 -3.03465 2.63268  0.03
H38 0.65917 -3.80270 1.07780  0.09
H39 0.96017 -2.62018 4.92804  0.06
H40 -0.46433 -3.67368 4.94218  0.08
H41 0.59461 -3.60725 6.35581  0.09
H42 -0.91071 -2.84564 7.99838  0.12
C39 -3.16855 0.47209 0.89220  -0.18
Si1 -2.19071 2.07625 0.48823  0.48
C40 -2.85502 3.42044 1.67581  -0.16
C41 -2.63024 2.60621 -1.29578  -0.17
N7 -0.47926 1.68372 0.45441  -0.19
C42 0.52129 2.27793 1.16525  -0.40
C43 1.86429 2.19602 0.72382  -0.07
C44 2.89537 2.77421 1.43168  -0.09
C45 2.64699 3.46485 2.60848  -0.10
C46 1.34000 3.56330 3.06050  -0.08
C47 0.30180 2.98427 2.36223  -0.08
H43 -4.03351 0.36794 0.24182  0.03
H44 -3.53881 0.47980 1.91377  0.01
H45 -2.54244 -0.41045 0.76932  -0.02
H46 -3.89018 3.61767 1.41096  0.04
H47 -2.31744 4.36222 1.61356  0.04
H48 -2.85271 3.10413 2.71491  0.01
H49 -3.59494 2.20533 -1.58874  0.02
H50 -1.88356 2.24904 -2.00059  -0.06
H51 -2.68100 3.68479 -1.39514  0.03
H52 2.09907 1.70024 -0.22138  0.06
H53 3.90741 2.69741 1.06071  0.11
H54 3.45653 3.91458 3.16165  0.10
H55 1.12763 4.10720 3.96976  0.11
H56 -0.70670 3.08168 2.71955  0.06

The largest force on an atom comes out at 1.372 eV/Å. The energy relative to the best compared isomer or geometry (same formula, charge and spin) comes out at 0.704 eV. Its multiplicity is 6. Its total charge is +1. Its calculated total energy is -4389.68623 Ha. Its HOMO-LUMO gap (alpha / beta) is 0.229 / 0.198 Ha.

---

No. 2
Below is a structure of composition C51H40BaI4N10O, with properties calculated with the ωB97M-V functional and the def2-TZVPD basis.

Each line ends with the Löwdin charge.
Cartesian coordinates (Å):
Ba1 0.03956 -0.36586 0.93919  2.13
I1 -5.22834 -8.74264 -1.30561  0.87
C1 -4.08621 -7.04891 -0.97884  -0.77
C2 -3.98293 -6.52359 0.30151  -0.15
C3 -3.21747 -5.37754 0.50600  -0.02
C4 -2.55516 -4.74559 -0.54132  -0.23
C5 -2.67610 -5.30109 -1.81586  -0.03
C6 -3.43347 -6.44522 -2.04627  -0.15
C7 -1.75607 -3.49063 -0.31132  -0.10
C8 -0.35278 -3.63322 -0.13259  -0.24
C9 0.36537 -4.93625 -0.30577  0.01
C10 1.67047 -4.68620 -0.21303  0.01
C11 1.82262 -3.22832 0.02056  -0.23
C12 3.01248 -2.58009 0.09926  -0.07
C13 4.26927 -3.40114 0.04301  -0.23
C14 4.78588 -3.98986 1.19157  -0.02
C15 5.94372 -4.76264 1.14760  -0.15
C16 6.58876 -4.94474 -0.06711  -0.77
I2 8.30293 -6.09891 -0.15246  0.87
C17 6.09519 -4.36161 -1.22852  -0.15
C18 4.94026 -3.59039 -1.16187  -0.02
C19 3.24121 -1.10896 0.09103  -0.25
N1 2.29689 -0.20337 -0.11574  -0.11
C20 2.91342 1.02634 -0.30668  -0.26
C21 2.26239 2.16109 -0.82997  -0.03
C22 3.11762 3.32697 -1.21749  -0.20
C23 4.11987 3.19245 -2.17116  -0.03
C24 4.91647 4.27484 -2.52843  -0.14
C25 4.70795 5.50203 -1.91311  -0.76
I3 5.90404 7.11309 -2.41698  0.87
C26 3.70613 5.66173 -0.96350  -0.14
C27 2.90983 4.57157 -0.62933  -0.02
C28 0.88028 2.31308 -1.13883  -0.26
C29 0.32217 3.24220 -2.06030  -0.02
C30 -1.03057 2.95304 -2.14238  -0.02
C31 -1.25656 1.88101 -1.23624  -0.24
N2 -0.12939 1.50143 -0.65262  -0.12
C32 -2.61775 1.33502 -0.90276  -0.16
C33 -3.02565 -0.08622 -0.42146  -0.33
C34 -4.20031 -0.84752 -0.94969  0.04
C35 -3.87860 -2.13746 -0.92368  0.04
C36 -2.46944 -2.24972 -0.40301  -0.24
N3 -2.01616 -1.05058 -0.11397  -0.12
C37 -3.84681 2.10686 -1.25842  -0.20
C38 -4.00006 3.18288 -0.15490  -0.08
C39 -5.10256 4.13659 -0.43430  -0.11
C40 -5.81562 4.08034 -1.56048  -0.75
I4 -7.39892 5.38785 -1.84627  0.87
C41 -5.46735 3.20369 -2.69739  -0.17
C42 -4.49130 2.30275 -2.56184  -0.03
C43 4.32582 0.86380 -0.10370  -0.02
C44 4.53586 -0.47062 0.12854  -0.02
N4 0.54362 -2.66228 0.08678  -0.10
H1 -4.49247 -6.99694 1.12964  0.09
H2 -3.13084 -4.96151 1.50567  0.11
H3 -2.16541 -4.82049 -2.64470  0.13
H4 -3.51573 -6.85622 -3.04388  0.09
H5 -0.10555 -5.88958 -0.50044  0.11
H6 2.48321 -5.38978 -0.32023  0.11
H7 4.27283 -3.84512 2.13675  0.12
H8 6.33256 -5.21639 2.04943  0.09
H9 6.60130 -4.50705 -2.17364  0.09
H10 4.54748 -3.12869 -2.06183  0.13
H11 4.26967 2.23087 -2.64785  0.13
H12 5.68737 4.15990 -3.27870  0.09
H13 3.54444 6.62208 -0.49176  0.09
H14 2.11742 4.68499 0.10170  0.13
H15 0.86538 3.99473 -2.61294  0.11
H16 -1.77585 3.45003 -2.75098  0.10
H17 -5.13198 -0.42141 -1.29040  0.09
H18 -4.49404 -2.96799 -1.24455  0.11
H19 -3.09754 3.58419 0.30338  0.16
H20 -5.27908 4.93704 0.27448  0.10
H21 -5.96692 3.35000 -3.64564  0.09
H22 -4.13994 1.73086 -3.41482  0.13
H23 5.07176 1.64415 -0.14320  0.11
H24 5.48163 -0.96556 0.30062  0.10
N5 -7.00669 1.07155 -0.86645  0.17
C45 -6.61895 1.06805 0.44459  -0.52
N6 -7.61228 0.62325 1.31137  0.12
N7 -5.48498 1.38739 0.92066  0.18
C46 -4.35600 1.78501 0.19586  -0.36
N8 -3.10658 1.07795 0.51204  0.17
H25 -7.83358 0.57042 -1.13410  0.10
H26 -6.32420 1.26070 -1.58253  0.06
H27 -8.56394 0.79328 1.03299  0.09
H28 -7.41236 0.84802 2.27287  0.09
C47 -2.49976 -2.31077 5.55212  -0.05
N9 -1.88874 -1.70467 4.37502  -0.09
C48 -2.40429 -2.13600 3.05542  -0.02
C49 -0.81323 -0.87313 4.32487  -0.45
O1 -0.37512 -0.60135 3.17546  -0.40
N10 -0.18230 -0.32048 5.39994  -0.11
C50 0.94282 0.57418 5.14163  -0.03
C51 -0.49759 -0.37210 6.82441  -0.04
H29 -3.24517 -3.01650 5.19904  0.08
H30 -3.01349 -1.58943 6.18396  0.09
H31 -1.78298 -2.87292 6.14903  0.09
H32 -3.31180 -2.71221 3.22214  0.09
H33 -1.67833 -2.75333 2.52403  0.09
H34 -2.65410 -1.27832 2.43553  0.08
H35 1.13329 0.65395 4.08155  0.07
H36 1.83830 0.19522 5.63864  0.10
H37 0.72224 1.56626 5.54228  0.10
H38 -1.26990 -1.07318 7.07453  0.05
H39 -0.80577 0.61590 7.17294  0.10
H40 0.40028 -0.65314 7.37609  0.09

The largest force on an atom comes out at 3.315 eV/Å. The energy relative to the best compared isomer or geometry (same formula, charge and spin) comes out at 1.576 eV. Its calculated total energy is -3806.47843 Ha. Its HOMO-LUMO gap is 0.212 Ha.

---

No. 3
Below is a cluster of 4 separate species, C39H80N5 in total, with properties calculated with the ωB97M-V functional and the def2-TZVPD basis.

Each line ends with the Löwdin charge.
Cartesian coordinates (Å):
C1 9.28682 -3.04585 2.46749  0.03
C2 8.62020 -2.11271 2.04277  -0.16
C3 7.95406 -0.76330 1.55367  -0.21
C4 6.40272 -0.71393 2.00485  -0.22
C5 5.50582 -0.19087 0.79714  -0.43
N1 4.20756 0.38303 1.20639  -0.21
C6 3.15760 -0.07509 0.24452  -0.38
C7 1.94594 0.96551 0.08446  -0.22
C8 0.71613 0.68249 1.05585  -0.22
C9 0.11132 2.06636 1.62979  -0.21
C10 -0.63722 1.89815 3.02007  -0.21
C11 -2.23326 1.72567 2.86720  -0.21
C12 -2.56443 0.17953 2.75130  -0.22
C13 -4.11522 -0.16448 2.80224  -0.21
C14 -4.29697 -1.77138 2.88239  -0.21
C15 -4.34562 -2.45916 1.44581  -0.20
C16 -5.81430 -2.93210 1.00566  -0.17
C17 -6.51178 -1.94151 -0.04331  -0.13
N2 -7.51694 -1.04781 0.57460  -0.13
C18 -8.54655 -0.33520 -0.07892  -0.11
C19 -9.34718 0.50332 0.84775  -0.08
C20 -8.73033 0.22126 2.22776  -0.08
C21 -7.62856 -0.71871 1.93892  -0.11
H1 9.99796 -3.82086 2.84148  0.02
H2 8.07266 -0.72931 0.42869  0.09
H3 8.53775 0.08413 2.04023  0.10
H4 6.29966 -0.12456 2.95801  0.09
H5 6.09618 -1.79812 2.17904  0.09
H6 6.12286 0.58192 0.21331  0.08
H7 5.32992 -1.09874 0.11399  0.09
H8 2.82314 -1.10460 0.61776  0.09
H9 3.65609 -0.13009 -0.79313  0.07
H10 2.25665 2.04735 0.14762  0.09
H11 1.55251 0.81708 -0.98130  0.08
H12 -0.12119 0.23070 0.42257  0.09
H13 0.96896 -0.04555 1.89313  0.11
H14 -0.58226 2.45824 0.81272  0.11
H15 0.97390 2.79480 1.68053  0.10
H16 -0.41707 2.78850 3.69112  0.10
H17 -0.27177 0.93067 3.47742  0.10
H18 -2.65783 2.07085 3.86754  0.10
H19 -2.66154 2.36653 2.04456  0.11
H20 -2.07348 -0.26501 1.82921  0.11
H21 -2.11305 -0.31070 3.67822  0.12
H22 -4.67582 0.16958 1.87967  0.10
H23 -4.62571 0.24093 3.72621  0.11
H24 -5.18325 -2.00687 3.53764  0.09
H25 -3.35483 -2.15071 3.39531  0.10
H26 -3.85435 -1.84519 0.63113  0.11
H27 -3.73386 -3.41673 1.51719  0.11
H28 -6.48084 -3.15783 1.88733  0.10
H29 -5.69579 -3.92106 0.44925  0.11
H30 -6.98127 -2.54898 -0.86934  0.12
H31 -5.69939 -1.27890 -0.46809  0.12
H32 -8.77500 -0.36011 -1.18219  0.11
H33 -10.20133 1.19144 0.62471  0.08
H34 -9.08800 0.65381 3.19450  0.08
H35 -6.99373 -1.09018 2.78975  0.10
C22 2.86590 1.39426 -7.53892  -0.10
C23 3.78623 1.66960 -6.35668  -0.28
N3 3.17901 1.38677 -5.06516  -0.19
C24 3.94542 1.91338 -3.93842  -0.24
C25 5.33370 1.33229 -3.69488  -0.09
C26 2.65156 0.04058 -4.88194  -0.25
C27 3.61601 -1.13370 -5.05809  -0.09
H36 1.92197 1.93630 -7.43902  0.08
H37 3.34410 1.72274 -8.46559  0.07
H38 2.64622 0.32956 -7.64792  0.06
H39 4.04828 2.73185 -6.39440  0.12
H40 4.72272 1.11207 -6.49950  0.10
H41 3.35851 1.81112 -3.02022  0.11
H42 4.05230 2.99532 -4.08200  0.11
H43 5.27824 0.33739 -3.25341  0.06
H44 5.87278 1.96407 -2.98371  0.07
H45 5.93310 1.28430 -4.60716  0.05
H46 1.81955 -0.09795 -5.58124  0.10
H47 2.18392 -0.03353 -3.89490  0.11
H48 4.25189 -1.02554 -5.93997  0.06
H49 3.04753 -2.05999 -5.18248  0.07
H50 4.25338 -1.26849 -4.18431  0.06
C28 13.01773 1.98393 -5.82391  -0.10
C29 11.97662 1.30159 -4.94590  -0.28
N4 10.84804 2.15565 -4.60636  -0.20
C30 10.00561 1.60588 -3.54675  -0.24
C31 9.25974 0.30398 -3.83820  -0.08
C32 10.12971 2.74839 -5.72671  -0.25
C33 9.52833 1.80368 -6.76929  -0.09
H51 13.37104 2.91251 -5.36829  0.08
H52 13.88070 1.32602 -5.95508  0.07
H53 12.62925 2.21046 -6.81972  0.06
H54 12.48115 1.00535 -4.02097  0.12
H55 11.65368 0.37273 -5.43614  0.10
H56 9.28177 2.36419 -3.23208  0.11
H57 10.63812 1.44220 -2.66676  0.11
H58 8.40628 0.46707 -4.49645  0.04
H59 8.86482 -0.10795 -2.90570  0.07
H60 9.90505 -0.45759 -4.28017  0.07
H61 10.81029 3.43300 -6.24442  0.10
H62 9.33755 3.40034 -5.34433  0.12
H63 10.21645 1.00660 -7.05909  0.07
H64 9.28517 2.36493 -7.67629  0.07
H65 8.60053 1.35138 -6.41870  0.05
C34 -14.01779 -2.05663 7.17294  -0.10
C35 -12.62494 -2.44596 6.69501  -0.28
N5 -12.11344 -1.59567 5.62976  -0.19
C36 -10.91962 -2.13425 4.98375  -0.25
C37 -9.65455 -2.26719 5.83248  -0.09
C38 -12.07800 -0.16600 5.90848  -0.25
C39 -11.27489 0.30493 7.12267  -0.09
H66 -14.72638 -2.02638 6.34138  0.08
H67 -14.38085 -2.79205 7.89536  0.07
H68 -14.02338 -1.08410 7.67073  0.06
H69 -12.68901 -3.47294 6.32187  0.12
H70 -11.94759 -2.47016 7.55993  0.10
H71 -10.68768 -1.53603 4.09682  0.10
H72 -11.16874 -3.12745 4.59247  0.11
H73 -9.18132 -1.30057 6.00643  0.05
H74 -8.92356 -2.88593 5.30449  0.07
H75 -9.84587 -2.74359 6.79575  0.06
H76 -13.10883 0.18344 6.02969  0.10
H77 -11.71978 0.36673 5.02140  0.11
H78 -11.45067 -0.31211 8.00644  0.07
H79 -11.56544 1.32732 7.38077  0.07
H80 -10.20429 0.32228 6.91841  0.05

The largest force on an atom comes out at 4.481 eV/Å. Its total charge is -1. Its calculated total energy is -1807.45378 Ha. Its HOMO-LUMO gap is 0.134 Ha.